w.
# C5H20O5

5 unconnected molecules or ions with the total composition C5H20O5 (the ωB97M-V functional and the def2-TZVPD basis, the OMol25 dataset).

SMILES string	CO.CO.CO.CO.CO
orbital gap	10.35	eV

Element x y z (Å)
C1 1.881 -0.463 2.993
O1 1.829 -1.137 1.789
H1 1.827 -1.006 3.937
H2 2.834 0.065 2.958
H3 1.058 0.252 2.972
H4 2.471 -1.850 1.780
C2 5.097 1.344 1.178
O2 4.117 2.269 0.662
H5 4.821 0.341 0.852
H6 6.030 1.659 0.712
H7 5.253 1.235 2.251
H8 3.238 1.883 0.651
C3 0.290 0.873 -0.601
O3 1.411 1.223 0.153
H9 0.271 1.637 -1.378
H10 0.579 -0.113 -0.965
H11 -0.672 0.855 -0.089
H12 1.755 0.424 0.558
C4 -4.535 0.518 -0.810
O4 -5.157 -0.714 -1.177
H13 -5.109 0.914 0.027
H14 -3.485 0.282 -0.635
H15 -4.526 1.172 -1.683
H16 -5.629 -1.092 -0.432
C5 -2.278 -1.729 -2.745
O5 -3.394 -2.508 -2.456
H17 -1.978 -1.871 -3.783
H18 -2.592 -0.687 -2.698
H19 -1.450 -1.875 -2.051
H20 -3.957 -1.900 -1.971

---

x.
# C5H20O5

5 unconnected molecules or ions with the total composition C5H20O5 (the ωB97M-V functional and the def2-TZVPD basis, the OMol25 dataset).

SMILES string	CO.CO.CO.CO.CO
orbital gap	10.56	eV

Element x y z (Å)
C1 -0.044 0.041 1.658
O1 0.439 0.620 0.389
H1 -0.319 -1.011 1.576
H2 0.786 0.003 2.364
H3 -0.901 0.651 1.940
H4 -0.291 0.697 -0.230
C2 -3.148 1.864 -4.845
O2 -3.298 2.141 -3.446
H5 -2.648 0.901 -4.945
H6 -4.103 1.842 -5.371
H7 -2.409 2.493 -5.341
H8 -3.939 1.543 -3.055
C3 4.364 -1.084 7.932
O3 4.190 -0.106 8.935
H9 4.960 -0.692 7.107
H10 4.944 -1.924 8.313
H11 3.406 -1.408 7.526
H12 3.981 0.708 8.472
C4 3.035 4.216 -3.021
O4 3.690 3.884 -1.802
H13 3.491 3.722 -3.878
H14 1.992 3.907 -2.953
H15 2.995 5.281 -3.251
H16 3.102 3.353 -1.260
C5 -3.704 -5.083 -2.170
O5 -4.499 -6.195 -1.890
H17 -4.051 -4.650 -3.108
H18 -3.930 -4.304 -1.442
H19 -2.643 -5.328 -2.212
H20 -5.446 -6.081 -1.996

---

Computed relative energies in units of hartree: w 0.0000; x 0.0142

---

w.
# C2H4F2S2

2 unconnected molecules or ions with the total composition C2H4F2S2 (the ωB97M-V functional and the def2-TZVPD basis, the OMol25 dataset).

orbital gap (alpha / beta)	7.65 / 7.65	eV

Element x y z (Å)
C1 -3.484 0.666 -0.420
C2 3.380 -0.511 0.196
F1 3.601 -0.472 -1.087
F2 3.460 0.726 0.784
S1 -1.885 0.375 -0.439
S2 -1.312 -1.498 -0.133
H1 -3.755 1.615 -0.116
H2 2.470 -0.977 0.440
H3 -4.210 -0.048 -0.622
H4 4.106 -1.132 0.607

---

x.
# C2H4F2S2

C2H4F2S2 in the gas phase (the ωB97M-V functional and the def2-TZVPD basis, the OMol25 dataset).

SMILES string	FC(F)CSS
orbital gap	9.77	eV

Element x y z (Å)
C1 -0.499 0.423 0.568
C2 0.715 1.099 -0.390
F1 0.153 2.042 -1.097
F2 1.516 1.689 0.468
S1 -0.011 -2.406 -0.650
S2 0.033 -1.241 0.950
H1 -0.506 0.829 1.599
H2 -1.416 0.642 -0.030
H3 1.021 0.200 -0.920
H4 -1.007 -3.277 -0.498

---

Computed relative energies in units of hartree: w 0.0411; x 0.0000

---

w.
# C4H6N3O2

A gas-phase ion, C4H6N3O2 (charge +1) (the ωB97M-V functional and the def2-TZVPD basis, the OMol25 dataset).

net charge	+1
SMILES string	C=[N+]1CCN=C1[N+](=O)[O-]
orbital gap	10.24	eV

Element x y z (Å)
C1 -2.111 -0.404 -0.257
C2 -0.643 1.873 0.151
C3 -0.227 -1.694 -0.174
C4 0.396 -0.362 0.254
N1 -1.595 -1.518 -0.291
N2 -0.655 0.612 0.203
N3 -3.380 0.203 -0.096
O1 -4.083 -0.650 0.458
O2 -3.621 1.297 -0.533
H1 0.082 2.622 0.421
H2 -1.591 2.391 -0.106
H3 0.141 -2.238 -1.084
H4 -0.091 -2.394 0.673
H5 0.621 -0.551 1.303
H6 1.238 -0.147 -0.218

---

x.
# C4H6N3O2

A gas-phase ion, C4H6N3O2 (charge +1) (the ωB97M-V functional and the def2-TZVPD basis, the OMol25 dataset).

net charge	+1
SMILES string	C=NC(=O)NC1=[N+](C)O1
orbital gap	10.75	eV

Element x y z (Å)
C1 0.286 1.186 -0.402
C2 -1.379 -0.219 0.294
C3 -1.437 -2.081 -1.360
C4 1.972 0.526 1.332
N1 -1.014 1.074 -0.476
N2 1.460 0.596 -0.014
N3 -1.503 -1.136 -0.598
O1 1.286 1.946 -0.660
O2 -1.504 -0.077 1.435
H1 -2.296 -2.324 -1.975
H2 -0.547 -2.744 -1.556
H3 2.999 -0.004 1.166
H4 1.926 1.541 1.763
H5 1.345 -0.193 1.935
H6 -1.594 1.910 -0.883

---

Computed relative energies in units of hartree: w 0.0470; x 0.0000

---

w.
# C2H7N4O2

2 unconnected molecules or ions with the total composition C2H7N4O2 (the ωB97M-V functional and the def2-TZVPD basis, the OMol25 dataset).

net charge	+1
orbital gap (alpha / beta)	8.51 / 8.69	eV

Element x y z (Å)
C1 2.624 -0.490 -0.502
C2 -1.604 0.099 -0.175
N1 1.829 -1.126 0.256
N2 2.295 0.889 -0.481
N3 -2.086 0.978 0.652
N4 -1.951 -1.160 -0.198
O1 0.770 -0.634 0.655
O2 1.060 1.086 -0.177
H1 3.566 -0.851 -0.859
H2 -0.896 0.452 -0.918
H3 -1.753 1.931 0.633
H4 -2.732 0.726 1.390
H5 2.965 1.456 0.067
H6 -1.509 -1.806 -0.836
H7 -2.577 -1.551 0.494

---

x.
# C2H7N4O2

A molecular structure, C2H7N4O2 (the ωB97M-V functional and the def2-TZVPD basis, the OMol25 dataset).

net charge	+1
orbital gap	9.76	eV

Element x y z (Å)
C1 -2.045 -0.514 -0.167
C2 -3.187 0.252 -0.179
N1 -0.961 -0.960 -0.297
N2 1.080 0.413 0.185
N3 1.843 -0.620 0.067
N4 1.654 1.584 0.140
O1 1.326 -1.759 0.040
O2 3.214 -0.475 0.144
H1 -3.822 0.156 0.689
H2 -3.733 -0.442 -0.842
H3 -3.014 1.239 -0.578
H4 0.143 -1.520 -0.001
H5 2.688 1.621 0.163
H6 1.203 2.299 0.548
H7 3.609 -1.273 0.088

---

Computed relative energies in units of hartree: w 0.0000; x 0.0505